[1]
{
  "formula": "C45H54BGe2N2NiO2",
  "method": "the ωB97M-V functional and the def2-TZVPD basis",
  "largest_force_ev_per_a": 1.17,
  "lumo_ev": [2.08, 2.06],
  "charge": -1,
  "elements": ["Ni", "C", "C", "Ge", "C", "C", "C", "C", "Ge", "C", "C", "C", "C", "C", "C", "C", "C", "C", "C", "H", "H", "H", "H", "H", "H", "H", "H", "H", "H", "H", "H", "H", "H", "H", "H", "H", "H", "H", "H", "H", "H", "H", "H", "H", "H", "C", "C", "C", "O", "B", "O", "C", "C", "C", "H", "H", "H", "H", "H", "H", "H", "H", "H", "H", "H", "H", "N", "C", "C", "C", "C", "C", "C", "C", "H", "H", "H", "H", "H", "C", "C", "C", "C", "C", "C", "C", "C", "C", "C", "C", "C", "C", "C", "C", "H", "H", "H", "H", "H", "H", "H", "H", "H", "H", "N", "C", "H"],
  "coordinates": [[-0.467, 0.413, -0.255], [-3.619, 2.396, 3.051], [-2.679, 1.306, 2.525], [-1.190, 1.942, 1.342], [0.160, 2.680, 2.607], [-0.170, 4.067, 3.171], [-1.993, 3.513, 0.474], [-2.126, 3.565, -0.856], [-1.242, 2.008, -1.793], [0.148, 2.691, -3.047], [0.064, 4.102, -3.641], [-2.558, 0.927, -2.830], [-3.140, 1.447, -4.147], [-2.824, 4.700, -1.544], [-3.351, 5.800, -0.853], [-3.953, 6.855, -1.520], [-4.059, 6.847, -2.908], [-3.575, 5.753, -3.608], [-2.976, 4.699, -2.930], [-4.415, 1.976, 3.676], [-4.097, 2.932, 2.227], [-3.085, 3.133, 3.657], [-3.257, 0.576, 1.947], [-2.231, 0.757, 3.364], [1.111, 2.711, 2.069], [0.281, 1.958, 3.420], [-0.430, 4.766, 2.373], [0.681, 4.490, 3.716], [-1.015, 4.027, 3.864], [-2.388, 4.319, 1.103], [0.230, 1.950, -3.851], [1.066, 2.617, -2.461], [-0.691, 4.179, -4.427], [1.022, 4.387, -4.089], [-0.180, 4.848, -2.881], [-3.359, 0.675, -2.129], [-2.014, -0.005, -3.012], [-3.864, 2.246, -3.985], [-3.657, 0.647, -4.687], [-2.357, 1.831, -4.811], [-3.288, 5.835, 0.227], [-4.345, 7.691, -0.952], [-4.510, 7.682, -3.429], [-3.658, 5.721, -4.689], [-2.606, 3.851, -3.484], [3.288, 1.156, 3.629], [3.997, 0.559, 2.423], [5.447, 1.001, 2.410], [3.362, 1.100, 1.241], [2.589, 0.121, 0.673], [2.685, -1.083, 1.338], [3.770, -0.990, 2.282], [3.354, -1.696, 3.560], [4.949, -1.723, 1.652], [3.329, 2.244, 3.559], [3.756, 0.841, 4.565], [2.237, 0.869, 3.639], [5.475, 2.091, 2.434], [5.954, 0.677, 1.503], [5.983, 0.616, 3.282], [2.427, -1.284, 3.959], [4.135, -1.617, 4.321], [3.189, -2.752, 3.336], [5.267, -1.226, 0.734], [4.621, -2.728, 1.386], [5.793, -1.792, 2.342], [-1.491, -1.085, 0.513], [-1.739, -1.700, 1.447], [-2.014, -2.497, 2.614], [-0.971, -3.180, 3.230], [-1.232, -3.986, 4.327], [-2.527, -4.107, 4.810], [-3.563, -3.409, 4.203], [-3.309, -2.600, 3.108], [0.035, -3.069, 2.844], [-0.420, -4.524, 4.799], [-2.730, -4.745, 5.660], [-4.574, -3.501, 4.578], [-4.107, -2.047, 2.628], [0.873, -0.822, -1.093], [0.944, -2.006, -1.542], [0.987, -3.265, -1.995], [1.255, -3.446, -3.452], [0.698, -2.571, -4.390], [1.000, -2.668, -5.740], [1.873, -3.648, -6.199], [2.447, -4.516, -5.280], [2.147, -4.413, -3.928], [0.828, -4.398, -1.063], [0.606, -5.713, -1.499], [0.424, -6.756, -0.598], [0.440, -6.526, 0.769], [0.625, -5.223, 1.221], [0.813, -4.183, 0.326], [0.021, -1.801, -4.038], [0.551, -1.972, -6.440], [2.112, -3.724, -7.253], [3.146, -5.274, -5.616], [2.642, -5.069, -3.222], [0.549, -5.916, -2.560], [0.262, -7.760, -0.974], [0.293, -7.340, 1.469], [0.618, -5.017, 2.286], [0.954, -3.165, 0.682], [2.513, 0.881, -1.619], [1.889, 0.181, -0.733], [2.130, 0.682, -2.545]],
  "mulliken_charge": [-0.446, -1.315, -0.551, 0.898, -0.428, -1.301, -1.213, 0.675, 0.717, -0.661, -1.345, -0.679, -1.155, 0.234, -0.632, -0.743, -0.394, -1.103, 0.354, 0.405, 0.294, 0.221, 0.146, 0.325, 0.210, 0.192, 0.205, 0.409, 0.236, 0.373, 0.416, 0.439, 0.268, 0.433, 0.318, 0.359, 0.246, 0.320, 0.387, 0.252, 0.348, 0.381, 0.366, 0.384, 0.340, -1.749, 1.966, -1.966, -0.526, -0.183, 0.900, 1.394, -1.882, -2.219, 0.506, 0.365, 0.046, 0.466, 0.337, 0.350, 0.317, 0.343, 0.469, 0.408, 0.498, 0.347, -0.494, 0.192, 0.301, -0.174, -0.905, -0.418, -0.629, -0.478, 0.902, 0.426, 0.386, 0.394, 0.500, 0.433, 0.097, -0.407, -0.303, -0.367, -0.679, -0.414, -0.724, -0.250, 0.382, -0.542, -0.785, -0.840, -0.257, 0.490, 0.654, 0.393, 0.363, 0.372, 0.544, 0.539, 0.372, 0.380, 0.423, -0.105, -0.808, 0.228, 0.436]
}

---

[2]
{
  "formula": "C45H55CdN2O5P3S3SiTe",
  "method": "the ωB97M-V functional and the def2-TZVPD basis",
  "largest_force_ev_per_a": 1.52,
  "lumo_ev": 4.05,
  "charge": -2,
  "e_above_lowest_kj_mol": 64.97,
  "elements": ["Cd", "S", "P", "C", "P", "S", "C", "C", "C", "C", "C", "C", "C", "C", "C", "C", "C", "C", "C", "C", "C", "C", "C", "C", "C", "C", "C", "C", "C", "C", "H", "H", "H", "H", "H", "H", "H", "H", "H", "H", "H", "H", "H", "H", "H", "H", "H", "H", "H", "H", "C", "O", "C", "O", "N", "N", "H", "H", "H", "H", "H", "H", "C", "Si", "C", "C", "C", "C", "C", "C", "C", "H", "H", "H", "H", "H", "H", "H", "H", "H", "H", "H", "C", "C", "O", "P", "O", "C", "C", "O", "C", "C", "H", "H", "H", "H", "H", "H", "H", "H", "H", "H", "H", "H", "H", "H", "H", "Te", "C", "C", "C", "C", "S", "H", "H", "H"],
  "coordinates": [[-0.014, 1.949, 0.268], [2.208, 0.573, 0.426], [1.048, -1.042, 0.698], [0.547, -1.554, -0.992], [1.244, -0.680, -2.367], [0.831, 1.231, -2.632], [3.045, -0.891, -2.713], [3.635, -2.114, -3.028], [5.004, -2.205, -3.194], [5.812, -1.097, -2.997], [5.237, 0.112, -2.637], [3.867, 0.214, -2.501], [0.394, -1.391, -3.814], [-0.991, -1.456, -3.702], [-1.758, -1.933, -4.743], [-1.151, -2.324, -5.927], [0.221, -2.198, -6.065], [0.993, -1.723, -5.019], [2.310, -2.360, 1.007], [3.585, -2.344, 0.457], [4.431, -3.424, 0.623], [4.015, -4.531, 1.345], [2.761, -4.537, 1.932], [1.917, -3.454, 1.770], [0.115, -2.928, -1.084], [0.402, -3.804, -2.139], [-0.103, -5.086, -2.186], [-0.914, -5.568, -1.171], [-1.192, -4.732, -0.097], [-0.684, -3.455, -0.050], [3.030, -3.001, -3.154], [5.447, -3.151, -3.480], [6.886, -1.178, -3.118], [5.861, 0.980, -2.467], [3.408, 1.155, -2.227], [-1.456, -1.137, -2.779], [-2.831, -2.007, -4.631], [-1.748, -2.711, -6.744], [0.696, -2.480, -6.995], [2.064, -1.629, -5.136], [3.914, -1.476, -0.098], [5.421, -3.402, 0.183], [4.670, -5.388, 1.452], [2.441, -5.390, 2.521], [0.947, -3.435, 2.243], [1.049, -3.469, -2.937], [0.162, -5.727, -3.023], [-1.304, -6.579, -1.202], [-1.815, -5.091, 0.714], [-0.913, -2.821, 0.790], [4.278, 4.227, -0.330], [3.745, 4.453, 0.966], [2.404, 4.261, 1.064], [1.674, 4.103, 0.116], [1.994, 4.403, 2.351], [0.660, 4.045, 2.641], [5.152, 4.868, -0.433], [3.532, 4.467, -1.090], [4.561, 3.178, -0.431], [2.694, 4.219, 3.070], [0.286, 4.705, 3.322], [0.675, 3.071, 3.074], [-0.789, 4.915, -1.847], [-1.666, 3.546, -0.807], [-2.753, 4.587, 0.421], [-2.897, 2.770, -2.070], [-4.264, 2.666, -1.832], [-5.118, 2.059, -2.735], [-4.611, 1.503, -3.897], [-3.251, 1.575, -4.151], [-2.415, 2.223, -3.261], [-1.481, 5.481, -2.470], [-0.045, 4.456, -2.491], [-0.264, 5.609, -1.195], [-3.382, 5.318, -0.085], [-2.103, 5.124, 1.107], [-3.403, 3.959, 1.022], [-4.674, 3.080, -0.922], [-6.184, 2.016, -2.537], [-5.277, 1.026, -4.606], [-2.842, 1.115, -5.042], [-1.362, 2.287, -3.489], [-3.768, -1.282, -0.642], [-2.832, -0.233, -0.057], [-2.134, -0.833, 1.000], [-1.049, -0.076, 1.986], [-2.238, 0.550, 3.022], [-2.272, 1.883, 3.446], [-3.726, 2.346, 3.443], [-0.745, -1.426, 2.835], [-1.529, -1.983, 3.868], [-2.053, -3.349, 3.436], [-4.348, -0.856, -1.458], [-4.437, -1.640, 0.138], [-3.191, -2.127, -1.007], [-3.413, 0.635, 0.294], [-2.140, 0.123, -0.839], [-1.670, 2.518, 2.777], [-1.853, 1.951, 4.461], [-4.163, 2.141, 2.467], [-3.800, 3.409, 3.654], [-4.295, 1.794, 4.189], [-2.370, -1.331, 4.124], [-0.876, -2.083, 4.747], [-2.577, -3.249, 2.488], [-2.733, -3.752, 4.188], [-1.222, -4.039, 3.297], [1.518, 0.831, 3.603], [1.333, 1.344, 5.652], [0.587, 2.324, 6.250], [0.696, 2.404, 7.651], [1.542, 1.474, 8.163], [2.202, 0.490, 6.895], [-0.049, 2.984, 5.681], [0.169, 3.128, 8.257], [1.824, 1.303, 9.185]],
  "mulliken_charge": [3.176, -0.606, 0.483, 0.346, 2.169, -0.767, -0.028, 0.315, -0.863, -0.596, -0.637, -0.695, -0.806, -0.313, -0.840, -0.659, -0.691, -0.202, 0.253, -0.257, -0.650, -0.625, -0.450, -0.505, 0.510, -0.352, -1.075, -1.014, -0.895, 0.617, 0.285, 0.415, 0.360, 0.371, 0.317, 0.416, 0.434, 0.373, 0.394, 0.386, 0.301, 0.417, 0.336, 0.423, 0.141, 0.158, 0.396, 0.315, 0.412, -0.392, -0.597, -0.451, 0.404, -0.278, -0.252, -0.021, 0.271, 0.259, 0.196, 0.280, 0.283, -0.455, -1.207, -0.149, -1.193, 0.246, -0.025, -0.669, -0.601, -0.421, -0.215, 0.418, 0.285, 0.306, 0.458, 0.272, 0.185, 0.269, 0.348, 0.337, 0.453, 0.251, -1.737, 1.158, -0.687, -0.610, -0.284, 0.896, -1.637, 0.585, -0.479, -1.050, 0.288, 0.506, 0.242, 0.003, -0.437, -0.352, -0.008, 0.245, 0.409, 0.372, 0.248, 0.305, 0.076, 0.507, 0.242, 0.110, 0.146, -0.303, -0.738, -0.524, -0.170, 0.390, 0.334, 0.370]
}